1.
H2NO4P | ωB97M-V/def2-TZVPD

Last columns: bonded neighbours and bond lengths (Å).
Atoms and positions in Å:
1 N -0.6422 -1.2903 -0.5362  O2 1.232, O3 1.223, P6 1.822
2 O 0.4604 -1.8002 -0.7422  N1 1.232
3 O -1.6163 -1.7691 0.0271  N1 1.223
4 O 0.4282 0.3586 -1.9892  P6 1.517, H7 1.012
5 O -0.2018 0.4349 1.1394  H8 0.882
6 P -0.9978 0.2222 -1.4885  N1 1.822, O4 1.517
7 H 1.1672 -0.3010 -1.7839  O4 1.012
8 H -0.9783 0.3089 1.5378  O5 0.882

Computed properties:
* electronic energy: -18995.281 eV
* E_HOMO (alpha / beta): -9.77 / -9.76 eV
* spin multiplicity: 1


2.
H2NO4S | ωB97M-V/def2-TZVPD

Last columns: bonded neighbours and bond lengths (Å).
Atoms and positions in Å:
1 N 0.5476 -0.2317 -0.9601  O4 1.652, O5 1.343, S6 2.033
2 O -1.4330 1.3073 0.1978  S6 1.522
3 O -1.1045 -1.0659 0.7727  S6 1.530
4 O 1.1957 1.1389 -0.3037  N1 1.652, H7 1.017
5 O 1.1509 -1.2111 -0.2665  N1 1.343, H8 1.006
6 S -1.3965 -0.1010 -0.3785  N1 2.033, O2 1.522, O3 1.530
7 H 0.5801 1.3652 0.4738  O4 1.017
8 H 0.4597 -1.2016 0.4645  O5 1.006

Computed properties:
* electronic energy: -20545.613 eV
* E_HOMO: -4.57 eV
* spin multiplicity: 1
* total charge: -1


3.
H2NO5PS | ωB97M-V/def2-TZVPD

Last columns: bonded neighbours and bond lengths (Å).
Atoms and positions in Å:
1 N -1.0000 -1.2626 -0.4156  P2 1.758, H9 1.071, H10 0.978
2 P 0.4330 -0.3959 -0.9511  N1 1.758, O3 1.499, O4 1.495, S5 2.350
3 O 0.1633 0.2247 -2.2884  P2 1.499
4 O 1.6012 -1.3085 -0.7536  P2 1.495
5 S 0.1839 1.2059 0.7505  P2 2.350, O6 1.479, O7 1.651, O8 1.515
6 O 0.0200 2.5143 0.0800  S5 1.479
7 O 1.5064 1.0440 1.7253  S5 1.651
8 O -1.0454 0.7468 1.5068  S5 1.515
9 H -1.3761 -0.7394 0.4393  N1 1.071
10 H -0.4863 -2.0294 -0.0931  N1 0.978

Computed properties:
* electronic energy: -31885.837 eV
* E_HOMO: -0.62 eV
* spin multiplicity: 1
* structure (SMILES): N[P@](=O)([O-])S(=O)(=O)[O-]
* total charge: -2


4.
H2NOS2 | ωB97M-V/def2-TZVPD

Last columns: bonded neighbours and bond lengths (Å).
Atoms and positions in Å:
1 O -0.3110 1.4440 -0.0485  N2 1.199
2 N -0.3833 0.4328 -0.6892  O1 1.199, S3 1.900, S4 2.168
3 S -1.8996 -0.5611 -0.1209  N2 1.900, H5 1.461
4 S 1.3394 -0.8292 -0.3161  N2 2.168, H6 1.333
5 H -1.8393 -1.5176 -1.2233  S3 1.461
6 H 0.8664 -1.9300 -0.9000  S4 1.333

Computed properties:
* electronic energy: -25238.534 eV
* E_HOMO (alpha / beta): -2.66 / -2.67 eV
* spin multiplicity: 1
* structure (SMILES): [O-]N(S)S
* total charge: -1


Question: spin multiplicity of number 1 (H2NO4P)?
Answer: 1